Computed, not measured: a cluster of 19 separate species, C104H190N23O28 in total at a distorted geometry, with the ωB97M-V functional and the def2-TZVPD basis.

```
! RIJCOSX wB97M-V def2-TZVPD def2/J DEFGRID3
* xyz 7 1
C 7.299 2.289 -4.989
N 8.561 2.048 -5.797
C 9.334 3.113 -5.966
C 10.314 3.216 -6.954
C 10.475 2.129 -7.832
C 9.720 0.973 -7.586
C 8.779 0.969 -6.577
C 11.473 2.118 -8.934
C 12.607 1.368 -8.754
C 13.642 1.471 -9.685
N 13.549 2.368 -10.682
C 12.394 3.050 -10.894
C 11.318 2.893 -10.048
C 14.732 2.563 -11.604
H 7.164 3.404 -5.138
H 7.525 2.017 -3.925
H 6.491 1.720 -5.460
H 9.193 3.919 -5.317
H 10.984 4.109 -7.042
H 9.852 0.065 -8.159
H 8.205 0.112 -6.218
H 12.743 0.770 -7.870
H 14.469 0.853 -9.657
H 12.459 3.646 -11.807
H 10.428 3.474 -10.126
H 14.440 2.132 -12.560
H 15.523 1.989 -11.163
H 14.937 3.638 -11.732
C 4.540 3.996 7.412
N 3.895 4.432 6.139
C 2.517 4.239 6.009
C 1.921 4.546 4.798
C 2.745 5.069 3.720
C 4.069 5.190 3.941
C 4.631 4.873 5.128
C 2.192 5.516 2.430
C 1.281 6.600 2.331
C 0.841 7.055 1.122
N 1.285 6.449 -0.011
C 2.176 5.431 -0.005
C 2.654 4.992 1.213
C 0.690 6.920 -1.326
H 5.148 4.830 7.745
H 5.236 3.174 7.085
H 3.709 3.680 8.069
H 1.959 3.981 6.884
H 0.851 4.612 4.739
H 4.703 5.485 3.232
H 5.726 4.889 5.295
H 0.834 6.931 3.263
H 0.057 7.814 0.995
H 2.593 5.069 -0.983
H 3.403 4.197 1.172
H -0.390 6.687 -1.407
H 1.326 6.555 -2.128
H 0.753 7.989 -1.213
C 7.797 2.435 1.185
N 7.052 1.167 1.161
C 6.715 0.388 2.217
C 6.015 -0.781 2.103
C 5.548 -1.224 0.811
C 5.864 -0.381 -0.216
C 6.623 0.755 -0.067
C 4.733 -2.419 0.673
C 4.101 -2.740 -0.509
C 3.313 -3.847 -0.593
N 3.209 -4.667 0.464
C 3.905 -4.430 1.639
C 4.633 -3.265 1.769
C 2.658 -5.995 0.254
H 8.854 2.216 0.950
H 7.846 2.854 2.216
H 7.338 3.109 0.476
H 6.977 0.786 3.217
H 5.862 -1.445 2.917
H 5.583 -0.551 -1.252
H 6.937 1.319 -0.910
H 4.284 -2.139 -1.412
H 2.740 -4.175 -1.464
H 3.785 -5.275 2.318
H 5.230 -3.168 2.613
H 3.045 -6.342 -0.685
H 1.582 -5.903 0.298
H 2.950 -6.701 0.996
C -3.215 2.771 4.442
N -4.188 3.382 5.352
C -3.825 3.870 6.561
C -4.767 4.086 7.500
C -6.135 4.004 7.204
C -6.453 3.730 5.914
C -5.463 3.299 5.003
C -7.141 4.273 8.239
C -8.101 5.284 7.959
C -9.023 5.643 8.945
N -9.066 4.981 10.096
C -8.158 4.118 10.392
C -7.221 3.649 9.485
C -10.032 5.448 11.120
H -3.102 3.250 3.474
H -3.494 1.676 4.421
H -2.259 2.892 4.943
H -2.786 3.903 6.791
H -4.534 4.365 8.505
H -7.439 3.714 5.605
H -5.687 2.925 4.020
H -8.105 5.882 7.030
H -9.765 6.395 8.796
H -8.222 3.825 11.425
H -6.586 2.842 9.796
H -10.233 6.471 10.972
H -9.659 5.233 12.096
H -10.983 5.034 10.888
C -2.768 -12.399 -2.989
C -3.888 -11.554 -2.348
C -3.150 -10.509 -1.465
N -4.003 -9.473 -0.803
C -4.844 -10.053 0.232
C -4.885 -8.708 -1.797
C -4.575 -7.254 -1.599
C -3.118 -7.182 -1.013
C -3.094 -8.423 -0.118
H -2.341 -13.131 -2.331
H -2.012 -11.712 -3.372
H -3.102 -12.854 -3.905
H -4.525 -12.090 -1.696
H -4.502 -11.117 -3.126
H -2.414 -10.016 -2.085
H -2.666 -11.028 -0.646
H -4.246 -10.618 0.925
H -5.545 -10.817 -0.185
H -5.517 -9.286 0.666
H -5.933 -8.962 -1.757
H -4.500 -8.956 -2.793
H -5.326 -6.728 -1.034
H -4.604 -6.793 -2.586
H -2.961 -6.250 -0.500
H -2.269 -7.190 -1.723
H -3.500 -8.219 0.884
H -2.147 -8.920 0.011
C -1.174 -6.689 -5.328
C -1.897 -5.414 -5.834
C -0.816 -4.366 -5.851
N -1.389 -2.920 -6.186
C -2.292 -2.845 -7.399
C -0.148 -2.077 -6.473
C -0.604 -0.623 -6.273
C -1.526 -0.743 -4.951
C -1.996 -2.262 -4.973
H -0.476 -7.179 -6.093
H -1.896 -7.438 -4.966
H -0.599 -6.523 -4.378
H -2.762 -5.107 -5.170
H -2.328 -5.562 -6.816
H -0.147 -4.573 -6.714
H -0.213 -4.230 -4.919
H -1.688 -3.239 -8.269
H -2.457 -1.779 -7.472
H -3.185 -3.532 -7.365
H 0.094 -2.339 -7.576
H 0.668 -2.272 -5.751
H -1.307 -0.198 -7.051
H 0.225 0.027 -6.102
H -2.262 0.036 -5.059
H -0.898 -0.569 -4.030
H -3.058 -2.382 -4.979
H -1.638 -2.797 -4.127
C -7.302 -2.458 -10.981
C -8.518 -2.387 -9.967
C -9.158 -0.994 -9.961
N -10.113 -0.856 -8.725
C -11.220 -1.840 -8.768
C -10.798 0.594 -8.791
C -10.537 1.292 -7.503
C -9.976 0.180 -6.562
C -9.255 -0.832 -7.497
H -7.532 -2.102 -11.974
H -6.777 -3.444 -10.893
H -6.607 -1.746 -10.557
H -8.185 -2.745 -8.957
H -9.186 -3.189 -10.204
H -9.817 -0.907 -10.841
H -8.409 -0.222 -9.860
H -11.925 -1.660 -9.510
H -11.731 -1.783 -7.806
H -10.841 -2.844 -8.982
H -11.833 0.485 -8.993
H -10.312 1.038 -9.633
H -11.479 1.581 -7.023
H -9.891 2.157 -7.674
H -10.807 -0.282 -6.040
H -9.303 0.545 -5.835
H -9.150 -1.853 -7.130
H -8.308 -0.479 -7.842
C -1.721 0.617 -0.951
C -0.476 1.242 -0.457
N 0.399 0.394 0.415
C -0.286 0.001 1.688
C 0.823 -0.838 -0.368
C 1.582 -0.577 -1.676
C 1.569 1.271 0.854
C 2.107 1.161 2.211
O 2.677 -0.045 2.654
C 3.359 0.067 3.837
H -2.302 1.433 -1.437
H -2.269 0.231 -0.138
H -1.524 -0.176 -1.632
H -0.560 2.198 0.075
H 0.195 1.364 -1.367
H 0.502 -0.461 2.366
H -1.043 -0.744 1.428
H -0.677 0.872 2.140
H -0.077 -1.415 -0.635
H 1.452 -1.435 0.306
H 2.056 -1.463 -2.045
H 2.469 0.064 -1.526
H 0.924 -0.161 -2.361
H 1.227 2.291 0.709
H 2.321 1.125 0.095
H 1.408 1.523 2.927
H 2.845 1.950 2.149
H 3.529 -0.875 4.282
H 2.792 0.698 4.593
H 4.384 0.443 3.715
C -0.663 0.548 11.132
C -1.532 -0.707 10.896
N -2.600 -0.447 9.862
C -3.474 -1.697 9.932
C -3.421 0.796 10.179
C -4.607 1.100 9.199
C -1.994 -0.283 8.486
C -1.264 -1.355 7.861
O -0.155 -1.831 8.568
C 0.738 -2.457 7.674
H -1.119 1.390 11.699
H -0.048 0.879 10.208
H 0.192 0.119 11.720
H -2.110 -0.974 11.747
H -0.956 -1.560 10.525
H -3.895 -1.725 10.922
H -2.851 -2.564 9.702
H -4.292 -1.463 9.222
H -2.783 1.655 10.090
H -3.780 0.727 11.240
H -4.781 2.116 9.422
H -5.472 0.489 9.448
H -4.440 0.993 8.176
H -1.356 0.549 8.658
H -2.765 -0.070 7.726
H -0.975 -0.892 6.885
H -1.991 -2.199 7.696
H 0.338 -3.264 7.048
H 1.586 -2.780 8.284
H 1.081 -1.753 6.981
C 2.833 0.118 9.354
C 3.483 0.353 10.739
N 4.853 -0.280 10.920
C 5.789 0.197 9.792
C 5.549 0.135 12.204
C 4.822 -0.118 13.509
C 4.670 -1.748 10.830
C 5.959 -2.534 10.697
O 6.810 -2.441 11.754
C 7.808 -3.429 11.733
H 2.202 -0.798 9.377
H 3.573 -0.091 8.604
H 2.062 0.839 9.120
H 2.805 -0.026 11.469
H 3.717 1.401 10.935
H 6.774 -0.088 10.151
H 5.736 1.262 9.701
H 5.643 -0.364 8.819
H 5.766 1.226 12.126
H 6.503 -0.401 12.190
H 3.809 0.371 13.563
H 5.446 0.322 14.311
H 4.755 -1.175 13.713
H 4.167 -1.859 9.831
H 4.067 -2.034 11.756
H 6.515 -2.298 9.760
H 5.662 -3.575 10.522
H 7.407 -4.432 11.550
H 8.370 -3.503 12.677
H 8.538 -3.299 10.951
C -5.537 2.031 -11.022
C -4.606 2.926 -11.836
N -3.234 3.111 -11.269
C -2.474 1.789 -11.291
C -2.455 4.125 -12.129
C -2.896 5.603 -12.000
C -3.332 3.629 -9.840
C -2.068 4.217 -9.235
O -1.000 3.312 -9.097
C -1.116 2.544 -8.008
H -6.560 2.484 -10.966
H -5.223 2.017 -9.954
H -5.586 1.029 -11.451
H -5.061 3.856 -12.084
H -4.469 2.356 -12.793
H -2.962 0.982 -10.770
H -1.535 1.847 -10.763
H -2.232 1.512 -12.354
H -2.631 3.810 -13.155
H -1.399 3.925 -11.906
H -3.926 5.693 -12.263
H -2.210 6.281 -12.589
H -2.794 5.918 -10.934
H -3.686 2.753 -9.342
H -4.168 4.299 -9.849
H -2.329 4.648 -8.274
H -1.723 5.112 -9.784
H -2.026 1.942 -8.007
H -1.224 3.158 -7.107
H -0.231 1.910 -7.989
N 0.278 -3.669 -1.962
O -0.665 -2.852 -1.986
O 0.568 -4.178 -0.834
O 0.907 -4.032 -3.036
N -5.670 -0.262 6.014
O -4.610 -0.899 6.327
O -6.704 -0.849 5.754
O -5.659 1.001 6.038
N -4.329 -0.166 -7.846
O -5.430 0.070 -8.320
O -3.279 0.163 -8.458
O -4.229 -0.687 -6.720
N 5.556 1.066 5.654
O 4.908 0.974 6.741
O 5.655 2.200 5.069
O 6.113 0.083 5.166
N 4.852 3.329 -1.095
O 5.621 3.159 -2.029
O 5.256 3.615 0.070
O 3.627 3.123 -1.244
N -0.661 4.096 2.229
O -0.765 2.854 2.422
O -0.927 4.865 3.157
O -0.331 4.489 1.134
N 6.485 -0.493 -4.096
O 7.555 -0.150 -3.508
O 5.541 -0.800 -3.308
O 6.303 -0.487 -5.333
N -0.498 3.014 7.687
O 0.328 2.413 8.381
O -1.659 3.207 8.082
O -0.148 3.606 6.672
*
```

LUMO energy	-10.42	eV
DFT total energy	-7439.2720	Eh
Kohn-Sham gap	5.8	eV